A cluster of 5 separate species, C35H71BFN3O8 in total at a distorted geometry. Source: OMol25; level of theory: ωB97M-V/def2-TZVPD.

```
119
Properties=species:S:1:pos:R:3:mulliken_charge:R:1
H -6.393 0.056 0.008 0.306
C -1.354 0.944 1.895 -0.414
H 9.210 -2.073 -0.731 0.397
C 9.841 2.466 4.563 -0.587
H 10.562 0.935 5.977 0.345
H -10.850 -1.133 1.623 0.342
O 0.412 2.443 3.290 -0.677
H 0.275 2.445 4.239 0.303
H 4.513 1.265 1.625 0.156
H -5.035 -1.746 1.076 0.280
H -7.342 -1.139 1.986 0.452
C -10.525 0.587 -4.172 -0.408
C 8.360 -0.132 -0.174 -0.193
H -3.962 0.149 0.200 0.401
H 9.853 -0.789 3.955 0.272
H -11.485 -0.064 3.939 0.317
C 6.688 -0.172 -1.819 0.439
C -11.989 0.207 -2.389 -0.432
O 8.901 0.838 3.138 -0.301
C -8.976 -0.346 0.841 -0.049
H -11.507 2.490 -3.864 0.283
C -5.471 -1.892 0.079 -0.810
C -11.599 0.717 3.179 -0.753
C -1.166 0.472 -0.288 0.532
H 3.775 -2.347 -0.374 0.332
H 3.617 -1.115 -2.798 -0.030
N -1.771 1.455 0.610 -0.404
H 0.030 -0.583 2.338 0.195
O 2.481 1.141 0.276 0.449
O -11.458 -0.331 -3.600 -0.408
H 9.308 0.331 -0.472 0.211
H 5.172 1.623 0.025 -0.402
H 2.686 3.061 1.021 0.350
H -3.564 0.346 -1.487 0.423
N 3.241 -1.494 -0.261 0.107
C 3.970 -2.044 -3.242 0.428
H -7.119 -1.140 -1.063 0.229
H -10.234 1.074 -1.478 -0.193
H 3.249 2.817 -0.647 0.367
H -4.900 -1.465 -1.944 0.409
H 7.133 -2.188 -2.511 0.214
C 9.420 0.158 4.281 -0.464
O 5.098 -1.766 -4.075 -0.399
H -0.044 -1.934 0.174 0.455
C -6.696 -0.995 -0.061 -0.498
B 0.989 1.297 2.748 0.556
H 2.271 -3.376 -3.587 0.332
C 4.969 -2.449 -5.322 -0.503
H 4.282 -2.711 -2.429 -0.169
H -13.028 0.513 -2.553 0.307
C -10.703 1.900 -3.419 -0.619
H 8.417 -1.011 -2.801 0.265
F -1.088 1.024 -1.561 -0.507
H 8.275 -0.065 0.911 0.127
H 8.419 2.823 2.925 0.141
H 9.032 2.710 5.254 0.271
H 6.532 0.474 -2.683 0.395
H -11.679 1.681 3.680 0.252
C 9.289 2.212 3.166 -0.272
C 2.058 -1.747 0.565 -1.056
H 4.214 -4.377 -4.700 0.265
H -2.033 -1.305 0.559 0.318
C -7.770 -1.264 0.985 -0.857
C -11.113 1.401 -2.034 -0.022
H -9.460 -0.530 -0.123 -0.046
C -2.092 -0.733 -0.374 -1.458
H -11.979 -0.575 -1.627 0.240
H 5.925 -2.917 -5.563 0.287
H 4.652 4.049 1.701 0.356
H 6.014 3.677 0.646 0.405
H 8.601 -0.058 4.976 0.279
H -12.522 0.528 2.618 0.276
C 7.643 -1.323 -2.095 -0.361
H 0.920 -1.320 -1.162 0.482
C 8.251 -1.556 -0.711 -0.692
C 0.760 -1.242 -0.082 -1.435
C 2.940 -2.718 -4.140 -0.565
H 2.335 -1.967 -4.652 0.331
H 2.156 -1.323 1.571 0.048
H 3.338 -3.696 -6.076 0.375
H 4.732 -1.724 -6.108 0.278
C 0.284 0.178 0.273 2.541
C 0.046 0.377 1.804 -0.005
C -4.404 -1.608 -0.979 -0.910
H -9.797 2.505 -3.414 0.348
C 4.593 2.033 0.854 0.878
C -10.007 -0.509 1.953 -0.656
H 7.562 -2.137 -0.094 0.268
C 5.342 3.257 1.395 -1.323
H -11.637 2.145 -1.436 0.402
H -9.562 -1.005 2.827 0.413
C -3.547 -0.372 -0.665 -0.845
H -1.712 -1.377 -1.171 0.731
N 2.340 1.019 3.028 -0.440
H 2.727 0.110 2.828 0.252
O -10.486 0.772 2.318 -0.328
H 0.799 2.240 -0.173 0.404
H 3.865 -0.798 0.123 -0.227
H -10.730 0.669 -5.240 0.287
C 3.836 -3.451 -5.139 -0.665
H 1.967 -2.825 0.710 0.465
H -1.342 2.371 0.478 0.493
H -9.510 0.196 -4.044 0.237
H -8.659 0.699 0.844 0.343
H 2.732 1.427 3.864 0.189
O 7.280 0.591 -0.765 -0.422
H -3.769 -2.493 -1.085 0.451
H -8.089 -2.311 0.913 0.262
C 10.439 1.102 4.907 -0.575
H 10.566 3.278 4.585 0.355
H 5.940 3.004 2.270 0.162
H 1.289 1.071 -1.405 0.373
H -5.789 -2.938 0.026 0.507
O -2.062 0.928 2.855 -0.598
C 3.199 2.355 0.349 -0.986
C 1.216 1.233 -0.325 -1.911
H 10.053 2.386 2.400 0.268
H 5.709 -0.539 -1.485 -0.608
H 11.412 0.984 4.427 0.271
```

electronic energy: -2267.110114 Ha
HOMO level: -9.120 eV
gap between HOMO and LUMO: 9.48 eV
SMILES string: CCCOC[C@@]1(CCN)[C@@H](B(N)O)C(=O)N[C@]1(F)CCCCCCCCOC.C1CCOC1.C1CCOC1.C1CCOC1.C1CCOC1
total charge: 0

A cluster of 3 separate species, C35H72ClN4O3 in total at a distorted geometry. Source: OMol25; level of theory: ωB97M-V/def2-TZVPD.

```
115
Properties=species:S:1:pos:R:3:mulliken_charge:R:1
H -1.264 -1.411 -2.145 0.577
C -4.364 3.057 2.770 -1.776
H 3.861 -3.026 -1.078 0.495
H 2.212 -1.076 -3.215 0.253
C -2.989 -1.757 -5.146 1.857
H -3.462 -0.267 -6.626 0.429
C -6.229 4.617 2.477 -1.728
H 6.813 -5.144 7.434 0.442
H -3.985 -3.131 -6.459 0.469
Cl 2.430 -4.014 0.482 -0.126
C -2.891 0.779 -2.241 -2.308
H -5.625 6.673 0.732 0.323
C -1.538 0.251 -5.835 -0.450
H -0.434 0.072 1.584 0.383
C -5.290 3.663 1.719 1.657
H -2.138 1.462 -1.848 0.099
C 2.858 -2.789 -0.729 0.297
H 9.828 -3.091 6.006 0.233
H -7.067 5.930 0.032 0.320
C 1.694 -0.593 0.002 -0.071
H -6.702 4.081 3.300 0.437
C -5.173 4.921 -0.508 2.115
C 6.786 -2.690 4.246 -0.453
C 6.145 -4.948 5.406 -0.899
H -3.718 2.285 2.354 0.257
H 5.948 -4.423 3.343 0.187
H 5.196 -5.365 5.746 0.428
H 7.787 -2.977 3.915 0.229
O 8.338 -4.467 6.208 -0.360
H -5.412 1.788 0.666 0.209
H -6.742 2.080 1.770 0.426
H -7.404 2.238 -0.645 0.426
C 5.854 -3.902 4.297 -0.343
H 2.007 -2.628 -4.026 0.409
H 5.338 -1.195 3.754 0.156
H -0.129 3.209 0.051 0.348
H -1.203 1.668 -4.231 0.412
H -3.757 1.374 -2.520 0.579
H -0.428 -1.133 -3.678 0.008
C -1.027 -0.659 -2.903 -1.859
H -0.061 1.523 -0.528 -0.218
C -6.019 6.167 -0.149 -1.850
C 5.195 -1.020 1.053 -1.214
C -4.133 5.371 -1.532 -1.883
H -4.644 5.829 -2.378 0.503
H 1.267 -1.464 1.883 0.425
H -4.964 2.598 3.556 0.428
H -1.368 2.079 0.552 0.083
H 3.580 -2.178 1.834 0.645
H -3.188 0.101 -1.438 0.469
H -2.190 -1.374 -7.101 0.342
C -6.927 3.079 -0.139 -0.531
C -1.979 0.973 -4.562 -1.558
H -1.852 -3.116 -3.851 0.269
H 1.914 0.392 -0.407 0.379
C -0.306 2.166 0.320 -0.152
N -3.293 -1.011 -3.888 0.567
C -1.879 -2.808 -4.897 -1.649
H -1.410 0.979 -6.638 0.440
H 1.598 2.120 1.360 0.204
H 5.490 -1.125 0.002 0.489
H -3.735 3.823 3.226 0.451
C -6.097 2.561 1.032 -1.182
H 4.823 -3.541 4.375 0.191
H 3.548 -0.894 -0.753 0.690
H 6.998 -0.778 3.315 0.319
N 2.946 -1.420 -0.117 0.232
H -7.033 5.020 1.868 0.310
O -4.491 -0.522 -3.901 -0.659
H -6.677 4.297 -1.905 0.362
C 6.980 -4.469 6.587 -0.620
O -3.414 3.726 0.386 -0.366
H -5.672 5.453 2.901 0.361
C 2.468 -2.134 -3.172 -1.234
H -7.740 3.716 0.220 0.351
C -2.574 -0.791 -6.261 -1.406
C -4.233 -2.524 -5.589 -1.903
H 6.899 -2.217 5.221 0.287
C 2.933 -0.174 1.975 -1.436
H 9.712 -3.828 7.609 0.288
H 5.410 -0.012 1.401 0.470
H -2.862 1.578 -4.786 0.437
H -2.064 -3.707 -5.484 0.527
H 6.640 -3.480 6.913 0.336
H 3.542 -2.299 -3.254 0.425
C 6.258 -1.582 3.301 -0.420
C 9.130 -3.434 6.774 -0.695
C -2.311 0.009 -3.424 2.638
H -0.887 -2.451 -5.179 0.232
H 8.533 -2.576 7.087 0.338
H -3.544 4.538 -1.912 0.191
C -6.052 3.835 -1.138 -0.655
C 6.043 -2.035 1.860 -0.682
C 1.490 -0.445 1.537 -0.613
H -5.999 6.891 -0.962 0.498
C 3.679 -1.303 1.198 -0.299
H 5.568 -3.013 1.798 0.225
H 3.125 -0.302 3.035 0.452
H -0.385 0.094 -2.439 0.216
H -4.590 -3.185 -4.798 0.451
H -5.046 -1.858 -5.871 0.372
C 0.562 1.840 1.542 -0.458
H 1.817 -3.900 -2.181 0.484
H -5.411 3.112 -1.653 -0.256
H 0.907 -2.510 -1.676 0.310
N -4.474 4.396 0.705 0.196
H 6.692 -5.777 4.952 0.365
N 0.434 0.428 1.969 -0.269
H 0.195 2.454 2.366 0.393
H 0.790 -1.015 -0.418 -0.132
H 7.022 -2.103 1.383 0.426
H -3.452 6.108 -1.103 0.469
C 1.912 -2.848 -1.915 -0.857
H 3.267 0.782 1.572 0.340
H -0.558 -0.216 -5.693 0.233
```

electronic energy: -2281.343182 Ha
<S²>: 2.0083
HOMO level (spin up / spin down): -9.951 / -11.011 eV
gap between HOMO and LUMO (spin up / spin down): 7.43 / 8.50 eV
total charge: +1
multiplicity: 3

A cluster of 7 separate species, C35H73B2ClN3O26P2 in total at a distorted geometry. Source: OMol25; level of theory: ωB97M-V/def2-TZVPD.

```
142
Properties=species:S:1:pos:R:3:mulliken_charge:R:1
H 10.208 7.651 2.823 0.292
O -4.021 -4.872 10.242 -0.354
H 3.694 -0.117 6.500 0.281
O -5.524 2.003 -5.371 -0.331
H -4.578 -3.109 -6.910 0.342
H 2.938 -0.124 -0.734 0.434
H 0.195 2.883 0.888 0.106
C 2.409 -1.591 -6.607 -1.108
B -2.587 -1.422 -2.011 -0.362
H -4.514 -3.345 5.268 0.214
H 9.776 9.980 3.652 0.287
O 3.447 5.295 1.938 -0.382
H -5.934 -5.013 11.034 0.287
O 1.201 -2.918 5.579 -0.357
O 8.472 8.302 2.042 -0.329
H 10.004 10.596 2.014 0.309
H -0.577 -4.748 0.283 0.419
H -4.718 -2.109 -2.223 0.244
O -6.794 1.985 -7.115 -0.357
C -3.463 -4.377 6.823 0.547
H 0.905 -5.616 -2.144 0.239
H 7.768 0.731 -4.791 0.209
C 5.853 9.287 -0.022 -0.691
H 4.973 -1.353 6.426 0.218
H -4.280 1.905 -3.766 0.089
H 0.023 3.644 2.482 0.351
C 1.845 -2.061 6.362 0.750
O -2.620 -2.329 -0.815 0.620
O -1.625 1.111 -2.801 -0.608
O 4.189 -0.085 -4.448 -0.542
O 6.602 8.680 1.037 -0.244
C -0.580 -2.644 -1.888 -1.015
H 5.964 5.597 4.166 0.344
H -5.500 -3.684 6.701 0.412
H -7.990 4.090 -8.228 0.289
C 3.951 -1.149 6.735 -0.637
H 2.361 -0.529 -6.368 0.306
C -6.786 2.003 -5.776 0.760
H -0.823 -1.900 4.127 0.212
C -2.959 -2.124 -6.540 -0.061
H 6.416 0.766 -3.633 0.304
C -4.968 -5.514 11.093 -0.648
N 0.243 -1.812 -0.995 -0.085
H -9.621 3.398 -8.299 0.355
C -8.681 3.397 -7.747 -1.097
H -3.848 -4.603 -1.669 0.077
H 1.984 -1.575 -2.232 -0.138
H -4.500 -0.510 -2.936 0.161
N 1.133 -4.649 -1.902 -0.522
B 0.285 -3.728 -2.693 1.286
H 1.407 0.089 0.141 0.248
H 5.859 10.370 0.086 0.298
C -0.208 -3.058 5.829 -0.313
H -5.082 -6.563 10.828 0.298
H -0.469 -4.022 5.393 0.335
O -1.417 -1.918 -2.759 -0.580
Cl -1.500 0.924 0.229 -0.318
H -0.827 -0.993 5.638 0.451
H 3.846 -1.322 7.804 0.301
C -1.255 -3.884 0.389 -0.868
O -5.166 -5.674 8.469 -0.555
C -5.340 2.057 -3.947 -0.610
H -3.405 -4.225 0.627 0.198
O -2.940 -3.997 3.534 -0.429
O -3.340 -4.350 8.262 -0.322
O 2.185 4.460 3.619 -0.575
O -4.137 -2.317 -7.255 -0.526
O 1.798 3.998 1.441 -0.345
C -1.036 -1.966 5.193 -0.779
H -3.677 -5.388 6.482 0.341
C 4.269 5.969 2.899 0.045
H 1.086 2.227 2.273 0.296
P -2.476 -4.755 -1.938 0.460
C 10.283 9.800 2.703 -1.082
H 2.919 -2.200 -4.599 -0.130
H -5.910 1.275 -3.453 0.298
C -8.092 2.002 -7.719 -0.195
H 6.257 9.006 -0.992 0.335
H 10.357 8.266 1.177 0.318
O 3.131 -2.050 5.991 -0.355
C -1.668 -3.376 -1.000 0.665
C 1.175 -0.968 -1.762 0.471
O -2.655 -2.134 2.322 -0.301
H -2.613 -6.820 -1.302 0.238
C -4.029 -1.505 -2.844 -0.885
C 1.863 0.094 -0.862 -1.295
H -3.511 -1.877 1.938 0.249
H -4.572 -5.429 12.101 0.223
C -2.489 -4.324 1.234 -0.082
H 1.775 1.109 -1.283 0.267
C -4.006 -2.112 -4.263 -0.768
H 6.255 1.566 -5.215 0.287
C 4.948 -0.771 -5.082 0.758
C 5.289 5.038 3.517 -1.170
H -2.352 -4.384 -3.288 -0.123
H -3.703 -3.172 -4.268 0.319
H -2.434 -5.374 1.560 0.396
C 3.283 -2.328 -5.618 0.375
C 7.917 8.884 0.978 0.731
H -0.140 -4.635 -4.370 0.220
H 5.874 4.548 2.738 0.280
O -1.962 -2.571 -6.935 -0.445
H -2.485 -4.100 6.445 -0.339
H 1.398 -1.998 -6.582 0.268
H 11.360 9.845 2.866 0.353
C 6.687 0.718 -4.686 -0.635
H -0.378 -3.120 6.906 0.391
H -8.749 1.304 -7.201 0.313
H 0.821 -2.481 -0.484 0.405
O -7.764 2.010 -5.071 -0.570
C 2.447 4.564 2.447 0.753
H -0.729 -3.090 0.941 0.485
H 2.810 -1.692 -7.617 0.344
P -2.574 0.540 -1.563 -0.148
H -3.576 -0.350 -5.508 0.222
H 2.104 -4.526 -2.199 0.215
O 8.499 9.484 0.111 -0.570
H -2.095 -2.183 5.317 0.117
O 6.248 -0.509 -5.271 -0.358
C 9.896 8.446 2.149 -0.215
C -4.508 -3.391 6.354 -1.173
H 3.643 6.436 3.660 0.336
H -7.936 1.631 -8.731 0.300
H 0.646 -0.486 -2.594 -0.096
H 4.839 8.912 0.077 0.206
H -5.040 -2.097 -4.664 0.476
H -5.636 3.034 -3.568 0.476
C -3.124 -1.329 -5.264 1.056
O 0.212 -3.777 -4.084 -0.728
C 0.710 3.136 1.808 -0.503
H -1.180 0.369 -3.245 0.366
H -8.872 3.756 -6.736 0.306
H -4.297 -2.396 6.750 0.303
C -4.264 -5.024 8.933 0.709
O 1.375 -1.417 7.265 -0.560
N -1.891 -6.204 -1.669 -0.936
H -2.113 -1.159 -4.872 -0.300
H 4.768 6.761 2.341 0.091
C -2.717 -3.497 2.484 -0.192
H 3.293 -3.393 -5.839 0.304
O 4.661 -1.911 -5.701 -0.376
H 4.799 4.265 4.108 0.373
```

electronic energy: -4690.863419 Ha
HOMO level: -4.730 eV
gap between HOMO and LUMO: 6.60 eV
total charge: -1